{
  "formula": "C55H65As2MnN4O10",
  "method": "ωB97M-V with the def2-TZVPD basis set",
  "species": ["C", "C", "H", "C", "H", "H", "C", "H", "H", "C", "H", "H", "C", "H", "H", "As", "H", "H", "C", "C", "C", "C", "H", "H", "C", "C", "H", "C", "H", "O", "C", "H", "C", "O", "H", "C", "H", "C", "H", "H", "C", "H", "O", "C", "H", "H", "C", "H", "H", "C", "C", "H", "C", "C", "H", "H", "H", "C", "N", "H", "C", "C", "O", "C", "H", "C", "C", "C", "H", "O", "H", "H", "C", "N", "C", "H", "H", "O", "H", "As", "H", "C", "H", "H", "H", "H", "C", "C", "H", "C", "C", "H", "O", "C", "Mn", "H", "O", "C", "C", "C", "C", "H", "H", "H", "C", "H", "C", "N", "H", "C", "H", "C", "H", "H", "H", "H", "H", "H", "N", "O", "C", "H", "H", "H", "C", "C", "H", "H", "C", "H", "H", "H", "C", "C", "O", "C", "C"],
  "xyz": [[1.24793, -2.68063, -3.66981], [-0.57713, 0.01928, 4.44577], [-5.06669, -4.96156, 1.60481], [-2.65330, -2.79826, 1.18498], [-8.48381, -1.29688, 3.42173], [-0.23447, 0.13370, -2.50586], [1.43682, -0.02820, 2.62180], [5.01385, -5.08212, 0.68546], [-5.27799, -2.67931, -4.32064], [0.22071, -0.54314, -3.21773], [3.15164, -7.01288, -3.54138], [-4.55625, -4.30603, -4.19649], [-0.09816, 6.09153, -0.35519], [-6.02400, 3.23848, 2.38638], [0.95783, -0.81153, -6.49477], [-5.31824, -2.99722, -0.00219], [-0.50805, 4.14873, 3.11321], [2.77944, -0.08061, 4.26585], [-0.00029, 5.32860, -1.51209], [6.60449, 1.08021, 1.62572], [-0.04168, 3.94938, -1.46254], [-2.19626, -5.08225, 0.60021], [0.59268, 1.12465, 8.15128], [6.06262, -1.45536, 2.59178], [0.32967, -1.37083, 6.99197], [2.43566, 0.03685, 1.54702], [6.33373, 1.99309, 1.09230], [-0.23637, 5.47086, 0.87992], [-0.74560, -1.37734, 6.81372], [-3.43912, -0.95218, -3.23442], [6.92627, -0.17550, -0.50528], [4.30058, -2.73493, 0.33536], [3.79624, -0.16191, 1.70587], [-3.92388, 1.95650, 1.55799], [-6.45206, -3.95826, 2.03058], [0.17786, -2.25223, -1.39311], [2.81363, -2.17244, -1.53419], [4.32375, -4.83364, -0.11232], [-4.81621, -3.44181, 2.50027], [0.81670, 2.05012, 6.65939], [-3.29207, 1.28806, -1.55619], [-0.90286, 2.66724, -2.94617], [-6.05714, 1.77919, 0.90588], [-5.40667, -3.93420, 1.72846], [4.68117, 0.28482, -1.50984], [5.07053, -7.29708, 0.05939], [2.72416, 0.40261, -0.70618], [6.13148, 1.10648, 2.60863], [-7.32986, 3.32822, 1.16798], [-3.38951, -2.69351, -0.10810], [0.99356, -0.10712, 6.42121], [-4.32536, 1.12688, -1.85568], [4.08580, 0.21356, -0.61284], [2.95521, -5.54211, -1.97208], [-0.06519, 7.17101, -0.41731], [1.51044, -6.36360, -3.36972], [-0.69619, 1.18360, 6.94915], [0.06027, 3.12645, -2.71392], [1.90983, 0.33979, 0.34540], [-3.17490, 2.28920, -1.13898], [-0.18199, 3.30939, -0.20313], [-6.27609, 3.13040, 1.33282], [-6.88482, -0.34637, 2.48541], [4.32731, -7.25620, -0.73457], [2.13261, -7.50399, -2.19732], [0.61133, -1.80489, -2.76981], [-8.18632, -0.30506, 3.08549], [2.48850, -0.15026, 6.74484], [0.75743, -2.26737, 6.54043], [0.03532, -3.43250, -1.13794], [2.96404, -1.03196, 6.31099], [1.90339, -4.54218, -4.07514], [3.07722, -3.20444, -1.34927], [1.80774, -3.89717, -3.31150], [3.92732, -3.52194, -0.30968], [-8.10467, 0.37518, 3.92675], [-1.32790, 2.79272, 2.31062], [-2.18297, -3.98442, 1.53316], [1.76291, -2.99813, -5.72760], [-2.76286, 0.01214, -0.16137], [0.35643, 3.74442, -3.55920], [0.36106, -0.16087, -4.53638], [6.21060, -2.32392, 1.05649], [-3.17094, -5.19534, 0.12403], [-5.66174, 3.81527, 0.75006], [6.60127, -1.00317, -1.13885], [-5.42980, -1.13095, 0.75889], [-3.09732, -1.71569, -0.99682], [6.79827, 0.76183, -1.04879], [-6.78245, -1.08276, 1.38907], [4.66744, -0.05774, 0.62602], [2.99943, 0.74600, 6.38723], [-4.00626, -3.04693, -2.71715], [1.31959, -2.30777, -5.01890], [-0.07124, 0.37953, 0.23642], [-1.43230, -4.93161, -0.15760], [-7.68470, -1.76062, 0.94941], [6.16939, -0.16090, 0.82564], [-4.37467, -3.24188, -4.08506], [2.58542, -4.20453, -2.19081], [2.40605, -6.65608, -2.82481], [7.68602, 1.07152, 1.76465], [0.11312, 5.81985, -2.47032], [-1.41937, 0.05058, 5.12149], [0.73156, -0.05530, 4.92754], [-1.96917, -5.96484, 1.19111], [0.38495, 1.14064, 7.08116], [-0.22900, 1.96820, -0.11946], [-3.56952, -2.91248, -4.74044], [-4.60271, -0.09408, 0.63206], [3.50281, -7.91837, -0.46218], [-3.55768, -1.82210, -2.40671], [-0.30921, 6.07354, 1.77686], [4.17485, -0.39672, 2.69083], [-1.82438, 0.09102, 2.70654], [0.42662, 2.77175, 2.50721], [0.49465, -1.41705, 8.06888], [2.26023, 0.62079, -1.66118], [0.16310, 0.00831, 2.18350], [-2.54667, -1.86801, 1.95801], [-4.84156, 1.29869, 1.10833], [7.60534, -1.48676, 1.74278], [-8.92112, 0.05647, 2.36798], [7.99124, -0.30008, -0.31191], [-0.43238, 3.41722, 2.31094], [-0.81681, 0.04639, 3.09066], [0.03910, 0.81880, -4.86476], [-2.65926, 1.17830, -2.43109], [1.74019, -0.06373, 3.97293], [2.62184, -0.20121, 7.82490], [4.77890, -7.64951, -1.64736], [0.78670, 2.32278, -2.59322], [6.52540, -1.43418, 1.60465], [3.85238, -5.84408, -0.94164], [-0.02652, -1.30636, -0.53158], [0.87818, -1.07227, -5.44735], [-0.27911, 4.09524, 0.98386]],
  "forces_ev_per_angstrom": [[0.0, 0.1, 0.0], [0.2, -0.1, 0.1], [0.0, 0.0, -0.1], [0.0, 0.3, 0.3], [0.0, 0.0, 0.0], [-0.1, 0.0, 0.0], [-0.4, 0.0, 0.2], [0.0, 0.0, 0.0], [0.0, 0.0, 0.0], [0.0, -0.1, 0.0], [-0.1, 0.0, 0.0], [0.0, 0.0, 0.0], [0.0, -0.2, 0.0], [0.0, 0.0, 0.0], [0.0, 0.0, 0.0], [0.0, -0.2, -0.1], [0.0, 0.0, 0.0], [0.0, 0.0, 0.0], [0.0, 0.2, 0.0], [-0.1, -0.1, 0.0], [0.0, -0.4, 0.0], [0.0, -0.1, -0.1], [0.0, 0.0, 0.0], [0.0, 0.0, 0.0], [0.0, 0.0, -0.1], [0.2, 0.1, -0.4], [0.0, 0.0, 0.0], [0.0, 0.2, 0.0], [0.0, 0.0, 0.0], [0.0, 0.1, 0.1], [-0.1, 0.0, 0.1], [-0.1, -0.1, 0.0], [-0.2, 0.0, 0.3], [-0.1, -0.1, 0.0], [0.0, 0.0, 0.0], [0.6, -0.3, -0.3], [0.0, 0.0, 0.0], [0.1, 0.0, 0.1], [0.0, 0.0, 0.0], [0.0, 0.0, 0.0], [0.1, 0.1, 0.1], [0.0, 0.0, 0.0], [-0.1, -0.2, -0.1], [0.0, 0.1, 0.0], [0.0, 0.0, 0.0], [0.0, 0.0, 0.0], [-0.2, 0.2, -0.2], [0.0, 0.0, 0.0], [0.0, 0.0, 0.0], [0.3, 0.2, 0.0], [0.1, 0.0, 0.2], [0.0, 0.0, 0.0], [0.2, 0.0, 0.2], [-0.1, 0.1, 0.0], [0.0, 0.0, 0.0], [0.0, 0.0, 0.0], [0.0, 0.0, 0.0], [0.0, 0.1, 0.1], [0.2, -0.2, 0.0], [0.0, 0.0, 0.1], [0.2, 1.1, 0.3], [0.1, 0.1, 0.1], [0.3, 0.1, 0.1], [-0.1, 0.1, 0.0], [0.0, 0.0, 0.0], [-0.1, -0.1, 0.1], [-0.2, 0.0, 0.0], [-0.1, 0.0, -0.1], [0.0, 0.0, 0.0], [-0.3, 0.1, 0.1], [0.0, 0.0, 0.0], [0.1, 0.0, -0.1], [0.0, 0.0, -0.2], [-0.3, -0.2, -0.1], [0.0, 0.0, 0.0], [0.0, 0.0, 0.0], [0.0, 0.0, 0.1], [0.0, -0.1, -0.1], [0.0, 0.0, 0.0], [0.3, -0.3, -0.5], [0.0, 0.0, 0.0], [-0.1, 0.2, -0.1], [0.1, 0.0, 0.0], [0.0, 0.0, 0.1], [0.0, 0.0, 0.0], [0.0, 0.0, 0.0], [0.1, 0.1, 0.0], [0.0, -0.4, 0.1], [0.0, 0.0, 0.0], [-0.3, -0.1, 0.0], [-0.1, 0.1, -0.2], [0.0, 0.0, 0.0], [0.1, 0.0, 0.3], [0.1, 0.0, 0.0], [-0.7, 0.5, 0.3], [0.1, 0.1, 0.0], [0.1, 0.1, 0.0], [0.2, 0.0, 0.0], [0.0, 0.1, -0.2], [0.3, 0.0, 0.1], [0.1, 0.0, 0.0], [0.0, 0.0, 0.0], [0.0, 0.0, 0.0], [0.0, 0.0, 0.0], [-0.3, 0.1, -0.1], [0.0, 0.0, 0.0], [0.0, 0.0, -0.1], [0.0, -0.7, -0.2], [0.0, 0.0, 0.0], [0.2, 0.1, 0.2], [0.0, 0.0, 0.0], [-0.2, 0.0, -0.5], [0.0, 0.0, 0.0], [0.0, 0.0, 0.0], [0.0, 0.1, 0.0], [0.0, 0.0, 0.1], [0.0, 0.0, 0.0], [0.0, 0.0, 0.0], [0.1, 0.3, 0.1], [0.0, -0.2, -0.1], [0.0, 0.2, 0.1], [0.0, 0.0, 0.0], [0.0, 0.0, 0.0], [0.0, 0.0, 0.0], [0.0, 0.0, -0.1], [-0.2, 0.0, -0.1], [0.0, 0.0, 0.0], [0.1, -0.1, 0.0], [0.3, -0.1, -0.2], [0.0, 0.0, 0.0], [0.0, -0.1, 0.0], [0.0, 0.0, -0.1], [-0.1, 0.0, 0.0], [0.0, 0.1, 0.0], [-0.2, -0.2, 0.2], [0.0, -0.1, -0.1], [0.0, -0.4, -0.1]],
  "mulliken_charge": [-0.330, -1.087, 0.429, 0.136, 0.316, 0.139, -0.126, 0.385, 0.320, 0.717, 0.363, 0.253, -0.675, 0.328, 0.423, 0.215, 0.502, 0.670, -1.174, -1.716, 0.922, -0.326, 0.452, 0.314, -1.598, -0.484, 0.386, -1.226, 0.359, -0.575, -2.014, 0.006, -0.340, -0.520, 0.427, -0.146, 0.611, -1.197, 0.328, 0.373, -1.513, 0.170, -0.253, -1.200, 0.525, 0.393, -0.808, 0.318, 0.265, 0.711, 1.979, 0.490, -0.586, 1.531, 0.421, 0.408, 0.340, -0.554, 1.054, 0.333, -0.281, -0.785, -0.196, -1.731, 0.514, 0.693, -0.786, -2.074, 0.377, -0.798, 0.427, 0.395, 0.137, 0.076, -0.226, 0.262, -0.021, -0.372, 0.468, 1.743, 0.458, -1.142, 0.340, 0.266, 0.320, 0.392, 0.899, -0.346, 0.391, -0.199, 0.035, 0.427, -0.244, -0.721, 0.667, -0.035, -0.564, 2.160, -0.809, -0.984, -2.176, 0.484, 0.477, 0.642, 0.312, 0.335, -1.609, -0.305, 0.301, 0.378, 0.342, 0.283, 0.456, 0.419, 0.698, 0.040, 0.443, 0.299, 1.419, -0.414, -0.763, 0.523, 0.321, 0.454, -0.675, -1.196, 0.469, 0.297, -0.569, 0.430, 0.340, -0.101, -1.654, 1.181, 0.067, -1.125, 1.183],
  "energy_ha": -8728.582491,
  "homo_energy_ev": [-9.153, -9.152],
  "charge": 1,
  "multiplicity": 2,
  "orbital_gap_ev": [5.7, 5.6]
}